{
  "formula": "C15H29Br3NO13S2Tl",
  "method": "wB97M-V/def2-TZVPD",
  "symbols": ["Tl", "N", "O", "O", "O", "O", "C", "O", "C", "C", "C", "H", "H", "H", "H", "H", "H", "O", "C", "O", "C", "C", "C", "H", "H", "H", "H", "H", "H", "O", "S", "O", "O", "C", "C", "C", "H", "H", "H", "H", "H", "H", "H", "H", "O", "S", "O", "O", "C", "C", "C", "H", "H", "H", "H", "H", "H", "H", "H", "C", "Br", "Br", "Br", "H"],
  "xyz": [[3.79390, 1.08385, -2.16168], [0.28022, 0.67022, -0.43561], [-0.49780, 1.25056, 0.31025], [0.39582, -0.56915, -0.48755], [1.09148, 1.34062, -1.12155], [3.72197, -0.08756, 0.70109], [3.04399, -0.04553, 1.74198], [3.12531, 1.00671, 2.61717], [2.50345, 0.66950, 3.84367], [1.68953, -0.57933, 3.64182], [2.15191, -1.12394, 2.32056], [1.79258, 1.46379, 4.07144], [3.31084, 0.63921, 4.57531], [0.72822, -0.07900, 3.52494], [1.70039, -1.27421, 4.48155], [1.31346, -1.27363, 1.64035], [2.77139, -1.99135, 2.54848], [3.25019, -1.81193, -1.85770], [2.82266, -2.91955, -1.40447], [3.56311, -3.98253, -1.45197], [2.94684, -5.12226, -0.94405], [1.57233, -4.77341, -0.57895], [1.49363, -3.28555, -0.70620], [3.58520, -5.38544, -0.10065], [2.96245, -5.73603, -1.84469], [1.13589, -5.33644, 0.24605], [0.96471, -5.19851, -1.37781], [1.52402, -2.81525, 0.27665], [0.58590, -3.07183, -1.27051], [1.09762, -2.79350, -3.66765], [0.57229, -1.44902, -3.97261], [1.45320, -0.34392, -3.70807], [-0.02650, -1.34487, -5.54138], [-0.47668, -0.06200, -5.98453], [0.48017, 0.55902, -6.91727], [-1.13238, -1.30910, -3.14741], [-0.81006, 0.53662, -5.13683], [-1.36277, -0.30231, -6.57208], [0.71281, 1.59145, -6.65641], [0.17470, 0.38640, -7.94926], [1.49768, 0.18997, -7.04605], [-1.98924, -1.49574, -3.79476], [-1.24689, -0.31115, -2.72424], [-1.22137, -2.17390, -2.48993], [-4.16166, 4.31435, 4.65643], [-2.72047, 4.60810, 4.80982], [-2.02392, 4.46770, 6.06809], [-1.89379, 3.76146, 3.71070], [-2.55720, 2.80141, 2.90341], [-2.62155, 1.37226, 3.52033], [-2.39225, 6.31862, 4.19285], [-2.01982, 2.56636, 1.98469], [-3.57954, 3.13075, 2.71777], [-2.91772, 1.37481, 4.56932], [-1.62230, 0.93862, 3.55982], [-3.41976, 0.78492, 3.06646], [-3.01047, 6.61291, 3.34473], [-1.38050, 6.30077, 3.78772], [-2.55813, 7.03219, 4.99996], [-3.48898, 0.10779, -0.73935], [-4.42959, 1.57957, 0.21413], [-4.56615, -0.55513, -2.26602], [-3.12889, -1.37300, 0.53206], [-2.55351, 0.51558, -1.12236]],
  "forces_ev_per_angstrom": [[-0.1, -0.9, 0.2], [0.5, 0.3, 1.0], [0.7, -0.9, -1.1], [-0.3, 1.6, -0.2], [-0.9, -0.8, 0.3], [-2.1, 0.5, 2.1], [2.2, 0.7, -1.1], [0.1, -1.1, -2.0], [0.5, 1.1, 1.2], [-0.9, 0.9, 0.1], [0.3, 0.1, 0.1], [0.6, 0.3, 0.3], [-0.2, -0.1, 0.2], [-0.7, -1.2, 0.1], [-0.1, 0.1, -0.2], [0.3, -0.6, 0.0], [-0.1, -0.3, -0.8], [-1.6, -3.1, 1.7], [0.4, 3.9, -1.3], [1.4, 1.7, -0.7], [1.6, -1.3, -0.1], [-2.1, -1.4, -1.0], [0.2, 0.6, 0.5], [-0.1, -0.9, -0.2], [0.3, -1.1, 0.8], [0.5, 0.7, 0.7], [-0.2, 0.2, -0.3], [-0.3, 0.3, -0.2], [0.4, 0.8, 0.2], [-1.5, 2.6, -1.4], [-1.6, -2.2, -0.7], [-0.6, 0.4, -0.1], [1.7, -1.5, 2.4], [-0.7, -0.8, 0.1], [1.7, 1.1, -1.3], [0.8, -0.4, -0.3], [0.3, 0.2, 0.0], [-0.2, 0.0, 0.3], [-0.6, 0.3, -0.5], [-0.5, 0.8, 0.0], [0.0, -0.9, 1.1], [0.6, 0.3, -0.8], [0.2, -0.3, 0.3], [0.5, 0.5, 0.7], [2.8, 0.3, 0.4], [-1.7, 1.0, -0.2], [-0.8, -0.1, -1.3], [0.4, 0.2, 0.3], [-1.1, -2.2, 0.3], [-0.2, 1.1, 1.3], [0.0, -0.8, -0.3], [0.2, 1.3, -0.1], [0.2, 0.1, -0.2], [-0.1, 0.5, 0.2], [-0.1, -0.4, -0.6], [0.6, -0.2, -0.5], [-0.4, -0.5, 0.2], [0.2, 0.1, 0.6], [0.3, -0.3, 0.1], [-1.0, -0.2, 0.5], [0.6, -0.9, -0.8], [0.7, 0.4, 0.9], [0.0, 0.8, -0.8], [-0.3, -0.2, 0.2]],
  "lowdin_charge": [1.124, -0.507, 0.183, 0.169, 0.073, -0.015, -0.401, 0.041, -0.165, -0.138, -0.075, 0.128, 0.137, 0.102, 0.134, 0.097, 0.144, -0.086, -0.416, 0.075, -0.162, -0.159, -0.071, 0.144, 0.147, 0.133, 0.122, 0.097, 0.096, -0.277, 0.711, -0.378, -0.265, -0.291, -0.075, -0.106, 0.114, 0.130, 0.085, 0.087, 0.088, 0.050, 0.035, 0.057, -0.307, 0.662, -0.281, -0.263, -0.303, -0.069, -0.099, 0.078, 0.081, 0.078, 0.058, 0.045, 0.066, 0.061, 0.070, -1.494, 0.626, 0.583, 0.555, -0.065],
  "total_charge": 1,
  "molar_mass_g_mol": 939.62,
  "fmax_ev_per_a": 4.1,
  "s_squared": 0.7573,
  "homo_lumo_gap_ev": [8.64, 4.68],
  "spin_multiplicity": 2
}

***

{
  "formula": "C10H50O20",
  "method": "wB97M-V/def2-TZVPD",
  "symbols": ["O", "H", "H", "O", "H", "H", "O", "H", "H", "O", "H", "H", "O", "H", "H", "O", "H", "H", "O", "H", "H", "O", "H", "H", "O", "H", "H", "O", "H", "H", "C", "C", "O", "O", "H", "H", "H", "H", "H", "H", "C", "C", "O", "O", "H", "H", "H", "H", "H", "H", "C", "C", "O", "O", "H", "H", "H", "H", "H", "H", "C", "C", "O", "O", "H", "H", "H", "H", "H", "H", "C", "C", "O", "O", "H", "H", "H", "H", "H", "H"],
  "xyz": [[4.53805, 1.20476, -0.49216], [4.10805, 0.57076, 0.05584], [4.12005, 2.00876, -0.20816], [2.68405, -0.26324, -2.38716], [3.44405, -0.69124, -2.02016], [2.23905, -0.96024, -2.78716], [-3.90695, 3.01876, 0.98084], [-4.41195, 2.17476, 0.97284], [-4.44795, 3.78476, 1.11184], [0.51205, 3.21476, 2.90984], [-0.34695, 3.15876, 3.38784], [1.16405, 3.70976, 3.36784], [3.24305, -0.68024, 1.07084], [3.06305, -0.02124, 1.77584], [3.80605, -1.37224, 1.40084], [-4.82395, 0.36576, 1.34884], [-4.57995, 0.19076, 0.44784], [-5.79595, 0.43776, 1.48384], [-2.38695, 3.25476, -1.22016], [-2.93095, 3.17976, -0.42016], [-1.48895, 3.26076, -0.80216], [0.16205, 3.36576, -0.01516], [0.26705, 3.52176, 0.91384], [0.54305, 2.48876, -0.10216], [-3.97395, 0.59976, -1.52016], [-4.68495, 0.98476, -2.04516], [-3.17095, 0.93976, -1.90816], [2.34305, 2.46776, -2.30416], [2.45005, 1.52476, -2.12216], [1.52005, 2.57576, -2.71016], [-1.02895, -0.19224, -3.17016], [-1.85595, 0.23276, -4.38316], [-2.21495, -0.94124, -5.12616], [-0.94095, 0.86676, -2.31616], [-0.06695, -0.48324, -3.47216], [-1.49595, -1.00524, -2.68316], [-1.30195, 0.90876, -4.95416], [-2.74795, 0.64276, -3.97816], [-2.71795, -0.64224, -5.89416], [-0.22895, 0.72576, -1.65516], [2.53105, -4.86924, -0.44416], [1.84705, -3.62424, 0.20984], [0.49105, -3.65424, -0.23016], [3.89105, -4.74024, -0.27816], [2.21905, -5.04624, -1.45416], [2.24405, -5.79024, 0.06584], [2.24305, -2.64424, -0.02916], [1.84605, -3.79024, 1.27884], [-0.10395, -3.74124, 0.49484], [4.38305, -5.50524, -0.58416], [-1.25695, 0.47976, 1.22084], [-0.10495, -0.25324, 0.40684], [0.83205, 0.53676, -0.26316], [-2.12795, -0.42224, 1.93184], [-1.79695, 1.09676, 0.46384], [-0.92595, 1.20776, 1.96184], [-0.52095, -0.93324, -0.34216], [0.37305, -0.93624, 1.06984], [1.64205, 0.07776, -0.22316], [-2.97095, -0.00124, 2.02284], [-2.98095, -2.45224, -0.79516], [-3.11095, -3.12624, 0.57284], [-1.85195, -3.06924, 1.10184], [-4.22595, -2.41624, -1.44616], [-2.39595, -2.98324, -1.45116], [-2.51995, -1.50624, -0.65416], [-3.36295, -4.12324, 0.49784], [-3.81195, -2.51624, 1.21984], [-1.66595, -2.16024, 1.29284], [-4.28695, -1.50424, -1.63716], [4.19305, 2.32076, 2.99784], [3.15305, 1.62776, 3.80584], [2.20705, 1.00876, 2.90084], [5.21605, 2.56476, 3.89484], [3.83105, 3.32376, 2.60684], [4.49705, 1.65776, 2.20284], [2.57405, 2.31276, 4.37984], [3.59505, 0.88176, 4.50584], [1.55305, 1.69676, 2.72084], [6.00405, 2.88676, 3.47284]],
  "forces_ev_per_angstrom": [[0.8, 0.5, -0.7], [-0.4, -1.4, 0.7], [-0.2, 0.9, -0.3], [0.6, 1.5, 0.9], [1.1, 0.0, 0.5], [-1.6, -1.9, -1.3], [0.5, -1.0, 0.2], [0.1, 0.8, 0.3], [-0.8, 0.3, 0.1], [-1.7, -1.1, -0.8], [1.2, 0.4, -0.2], [0.4, 1.0, 1.0], [-0.4, 0.6, -0.4], [-0.3, -0.4, 0.1], [0.3, -0.3, 0.3], [-0.9, 0.6, 1.5], [-0.3, -0.3, -1.3], [1.1, -0.4, -0.6], [0.8, -0.1, 0.5], [-0.3, 0.1, -0.3], [-0.5, 0.2, -0.8], [-0.1, 0.0, -0.5], [-0.1, 0.4, 0.9], [0.3, -0.4, -0.5], [-1.0, -0.6, 0.3], [0.1, 0.0, 0.1], [1.0, 0.6, 0.0], [2.0, 0.1, 1.2], [0.0, 0.1, -0.3], [-2.0, 0.2, -0.9], [-0.6, -0.1, -1.2], [-0.2, -2.3, 1.2], [0.2, 0.4, -0.1], [0.1, 1.8, 1.4], [1.5, -0.7, -0.7], [-0.7, -1.3, 0.3], [0.7, 1.3, -1.0], [-0.9, 0.9, 0.1], [0.1, -0.2, 0.1], [-0.3, 0.2, -0.6], [-0.8, 0.2, 1.1], [-1.1, -1.8, -0.7], [0.9, 0.2, -1.1], [2.1, 0.8, 0.0], [-0.2, 0.5, -0.9], [-0.7, 0.1, 0.4], [0.6, -0.1, -0.2], [0.4, 0.3, 0.4], [-1.0, 0.0, 0.8], [-0.2, -0.1, -0.1], [0.1, 1.0, -1.3], [-1.9, -1.2, 1.1], [-1.6, 2.0, 0.4], [1.8, -0.4, -1.0], [-0.1, -0.5, 0.5], [0.8, -0.1, -0.1], [-0.6, 0.1, 0.1], [0.7, -0.4, 0.9], [1.9, -0.8, -0.1], [-1.0, 0.3, 0.0], [-1.9, -1.1, 1.2], [-0.4, 3.3, -0.6], [2.0, -1.3, 1.3], [-0.5, -0.3, 0.3], [2.1, -1.6, -1.0], [0.1, 1.2, 0.1], [-1.0, -2.1, -0.1], [0.2, -0.9, -0.7], [0.0, 0.9, 0.5], [-0.9, 1.7, -0.8], [-0.2, 1.3, -0.1], [-1.0, -1.1, -0.4], [0.7, -0.2, 0.5], [1.0, 0.1, 1.2], [0.0, -1.2, -0.1], [0.2, 0.0, -0.6], [-0.1, 0.7, 0.9], [-0.3, 0.4, -0.8], [-0.3, -0.1, -0.2], [0.4, 0.2, -0.4]],
  "lowdin_charge": [-0.030, -0.049, 0.027, 0.008, 0.051, 0.023, -0.049, 0.023, 0.050, -0.026, 0.108, 0.044, -0.053, 0.022, 0.069, -0.045, 0.010, 0.100, -0.106, -0.041, -0.001, -0.028, 0.000, 0.010, -0.026, 0.080, 0.011, -0.038, -0.026, -0.002, -0.259, -0.192, -0.057, -0.060, 0.106, 0.096, 0.109, 0.097, 0.085, 0.054, -0.262, -0.199, -0.078, -0.065, 0.107, 0.117, 0.086, 0.121, 0.033, 0.090, -0.148, -0.195, -0.073, -0.058, 0.110, 0.100, 0.105, 0.111, 0.036, 0.042, -0.246, -0.218, -0.074, -0.034, 0.101, 0.081, 0.103, 0.138, 0.030, 0.017, -0.270, -0.202, -0.098, -0.040, 0.149, 0.102, 0.101, 0.148, 0.042, 0.091],
  "molar_mass_g_mol": 490.49,
  "de_lowest_kcal_mol": 59.8,
  "fmax_ev_per_a": 3.4,
  "homo_lumo_gap_ev": 9.17
}